No. 1
{
  "formula": "C24H25N3O5",
  "method": "wB97M-V/def2-TZVPD",
  "elements": ["C", "H", "O", "C", "C", "C", "C", "C", "C", "H", "H", "C", "N", "C", "O", "C", "O", "C", "C", "N", "C", "C", "C", "C", "C", "C", "H", "H", "H", "H", "C", "H", "H", "C", "O", "N", "C", "H", "C", "O", "C", "H", "C", "H", "H", "H", "H", "H", "H", "H", "H", "H", "H", "H", "H", "H", "H"],
  "positions_angstrom": [[7.357, -0.878, 4.989], [8.249, -0.989, 5.348], [7.379, 0.438, 4.217], [6.314, 0.989, 3.731], [5.064, 0.508, 3.713], [4.108, 0.899, 3.098], [4.249, 2.069, 2.614], [5.491, 2.910, 2.434], [6.579, 2.303, 3.116], [7.415, 2.740, 3.251], [5.720, 3.691, 1.917], [3.209, 2.834, 1.588], [2.639, 2.167, 0.583], [1.662, 1.146, 0.326], [0.781, 1.255, 1.201], [1.695, 0.371, -0.841], [2.570, 0.509, -1.485], [0.462, -0.284, -1.235], [-0.791, -0.296, -0.802], [-1.589, -1.186, -1.286], [-1.007, -1.422, -2.493], [-1.428, -2.474, -3.449], [-0.684, -2.710, -4.612], [0.644, -2.305, -4.540], [1.179, -1.190, -3.838], [0.206, -1.033, -2.580], [2.013, -0.891, -3.492], [1.228, -2.438, -5.607], [-1.056, -3.304, -5.243], [-2.635, -2.729, -3.411], [-2.948, -1.295, -1.034], [-3.062, -0.942, 0.127], [-3.257, -2.382, -1.135], [-3.966, -0.308, -1.626], [-3.495, 0.454, -2.450], [-5.208, -0.685, -1.690], [-5.907, -1.233, -0.607], [-6.631, -2.278, -0.916], [-6.598, -0.496, 0.451], [-7.410, 0.228, -0.208], [-7.050, 1.032, -1.067], [-6.074, 1.611, -0.582], [-6.137, 0.306, -2.115], [-6.944, -0.281, -2.597], [-5.531, 0.983, -2.942], [-7.897, 1.756, -1.650], [-6.021, 0.151, 1.079], [-7.382, -1.051, 1.274], [-5.157, -1.950, -0.116], [-0.849, 0.115, 0.311], [3.412, 1.921, -0.323], [3.300, 3.819, 1.303], [2.035, 2.804, 2.129], [3.050, 0.322, 2.998], [4.872, -0.767, 4.140], [7.176, -1.813, 4.237], [6.654, -0.725, 5.800]],
  "orbital_gap_ev": 7.85,
  "de_lowest_ev": 22.792,
  "total_charge": 0,
  "lumo_energy_ev": -0.03,
  "spin_multiplicity": 1
}

No. 2
{
  "formula": "C27H64N3O3RuS2Si5Te2",
  "method": "wB97M-V/def2-TZVPD",
  "elements": ["Ru", "C", "C", "N", "C", "C", "S", "C", "C", "N", "H", "H", "H", "H", "H", "H", "H", "H", "H", "H", "H", "H", "H", "H", "C", "S", "O", "O", "O", "H", "H", "H", "C", "Te", "C", "H", "H", "H", "H", "H", "H", "C", "Si", "C", "C", "Si", "Te", "Si", "C", "C", "C", "Si", "C", "C", "C", "H", "H", "H", "H", "H", "H", "H", "H", "H", "H", "H", "H", "H", "H", "H", "H", "H", "H", "H", "H", "H", "H", "H", "H", "H", "H", "H", "C", "Si", "C", "C", "N", "C", "C", "C", "C", "C", "C", "H", "H", "H", "H", "H", "H", "H", "H", "H", "H", "H", "H", "H", "H"],
  "positions_angstrom": [[-4.399, 14.377, 9.033], [-1.829, 13.254, 10.142], [-1.221, 14.558, 9.680], [-2.140, 15.189, 8.743], [-2.258, 16.660, 8.873], [-2.805, 17.149, 10.203], [-4.478, 16.347, 10.639], [-4.247, 15.253, 12.158], [-3.123, 14.268, 11.956], [-3.133, 13.436, 10.761], [-1.918, 12.647, 9.286], [-1.140, 12.812, 10.845], [-1.002, 15.273, 10.487], [-0.254, 14.417, 9.201], [-1.899, 15.026, 7.736], [-1.307, 17.122, 8.520], [-2.999, 16.944, 8.065], [-2.190, 16.880, 11.051], [-2.987, 18.254, 10.241], [-4.028, 15.864, 13.024], [-5.246, 14.778, 12.148], [-2.170, 14.787, 12.164], [-3.289, 13.588, 12.828], [-3.557, 12.570, 11.030], [-7.562, 11.932, 12.238], [-6.054, 12.420, 11.253], [-4.922, 12.319, 12.147], [-5.925, 11.518, 10.093], [-6.316, 13.777, 10.720], [-8.294, 11.484, 11.525], [-7.969, 12.816, 12.731], [-7.246, 11.140, 13.029], [-9.832, 13.107, 8.980], [-10.539, 15.123, 8.537], [-9.674, 15.805, 10.327], [-10.518, 12.370, 9.357], [-9.069, 13.178, 9.712], [-9.291, 12.675, 8.086], [-10.194, 15.330, 11.133], [-9.903, 16.913, 10.544], [-8.575, 15.530, 10.311], [-6.986, 25.000, 6.971], [-6.595, 23.899, 8.387], [-7.721, 24.270, 9.765], [-4.827, 24.437, 8.991], [-6.636, 21.644, 7.735], [-6.259, 20.210, 9.767], [-4.855, 21.539, 6.273], [-4.904, 22.841, 4.955], [-3.314, 21.686, 7.387], [-4.983, 19.908, 5.299], [-8.609, 20.903, 6.691], [-8.507, 21.318, 4.765], [-8.751, 19.058, 7.022], [-10.180, 21.607, 7.361], [-7.427, 25.920, 7.257], [-7.650, 24.402, 6.307], [-6.050, 25.256, 6.458], [-7.429, 25.286, 10.010], [-7.589, 23.634, 10.639], [-8.782, 24.452, 9.558], [-4.846, 25.496, 9.141], [-4.174, 24.171, 8.119], [-4.440, 23.918, 9.841], [-4.485, 23.768, 5.351], [-5.921, 23.030, 4.680], [-4.403, 22.593, 4.002], [-2.379, 21.255, 6.971], [-3.674, 21.228, 8.325], [-3.166, 22.752, 7.531], [-5.818, 19.945, 4.576], [-5.200, 19.041, 5.877], [-4.009, 19.727, 4.836], [-7.946, 20.593, 4.248], [-8.285, 22.355, 4.553], [-9.553, 21.145, 4.329], [-9.640, 18.558, 6.736], [-8.459, 18.902, 8.028], [-7.980, 18.553, 6.400], [-10.270, 22.712, 7.116], [-10.257, 21.612, 8.441], [-11.013, 21.111, 6.913], [-5.296, 15.594, 5.031], [-5.922, 14.377, 6.234], [-6.923, 13.035, 5.502], [-6.933, 15.181, 7.543], [-4.625, 13.722, 7.142], [-3.657, 12.781, 6.843], [-2.818, 12.960, 5.765], [-1.824, 12.104, 5.458], [-1.663, 10.893, 6.087], [-2.547, 10.687, 7.166], [-3.544, 11.573, 7.442], [-4.657, 16.266, 5.667], [-6.033, 16.231, 4.506], [-4.730, 15.020, 4.260], [-8.031, 13.112, 5.615], [-6.621, 12.279, 6.152], [-6.707, 12.808, 4.465], [-7.079, 14.678, 8.503], [-7.890, 15.484, 7.087], [-6.492, 16.142, 7.865], [-2.954, 13.929, 5.248], [-1.099, 12.459, 4.636], [-0.847, 10.154, 5.988], [-2.430, 9.771, 7.793], [-4.097, 11.346, 8.391]],
  "orbital_gap_ev": [7.35, 5.17],
  "de_lowest_ev": 1.048,
  "total_charge": 0,
  "lumo_energy_ev": [0.21, -2.19],
  "spin_multiplicity": 6,
  "s2": 8.77
}

No. 3
{
  "formula": "C21H34AsCoNO5S",
  "method": "wB97M-V/def2-TZVPD",
  "elements": ["Co", "C", "C", "C", "C", "C", "C", "C", "C", "C", "C", "C", "C", "O", "H", "H", "H", "H", "H", "H", "H", "H", "H", "H", "H", "H", "H", "H", "H", "H", "H", "C", "As", "C", "C", "H", "H", "H", "H", "H", "H", "H", "H", "H", "O", "N", "C", "C", "C", "C", "C", "H", "H", "H", "H", "H", "C", "S", "O", "O", "O", "H", "H", "H"],
  "positions_angstrom": [[-0.142, -0.022, -0.401], [1.194, 3.792, -1.059], [0.557, 3.913, 0.336], [1.253, 2.957, 1.318], [-0.962, 3.748, 0.322], [-1.725, 4.754, 0.916], [-3.114, 4.733, 0.922], [-3.752, 3.687, 0.268], [-3.046, 2.657, -0.345], [-3.841, 1.596, -1.099], [-3.443, 1.502, -2.580], [-3.787, 0.213, -0.438], [-1.621, 2.638, -0.281], [-0.956, 1.638, -0.804], [2.249, 4.093, -1.022], [0.675, 4.432, -1.778], [1.141, 2.764, -1.416], [0.740, 4.929, 0.690], [1.143, 1.930, 0.979], [0.822, 3.041, 2.320], [2.328, 3.181, 1.381], [-1.204, 5.586, 1.383], [-3.683, 5.524, 1.398], [-4.840, 3.670, 0.222], [-4.882, 1.928, -1.066], [-2.413, 1.164, -2.670], [-3.526, 2.480, -3.063], [-4.095, 0.798, -3.109], [-2.764, -0.156, -0.385], [-4.376, -0.509, -1.017], [-4.198, 0.247, 0.576], [0.126, -0.151, 4.437], [-0.459, -0.419, 2.571], [-1.977, 0.805, 2.705], [-1.442, -2.075, 2.896], [-0.724, -0.233, 5.122], [0.577, 0.838, 4.541], [0.873, -0.904, 4.703], [-2.627, 0.526, 3.539], [-2.545, 0.787, 1.774], [-1.617, 1.825, 2.845], [-2.084, -1.978, 3.773], [-0.740, -2.899, 3.029], [-2.044, -2.304, 2.015], [1.942, -0.075, -0.662], [2.588, -1.071, -0.121], [2.969, -0.986, 1.161], [3.642, -2.027, 1.767], [3.916, -3.179, 1.052], [3.498, -3.246, -0.257], [2.835, -2.175, -0.830], [2.692, -0.062, 1.644], [3.939, -1.920, 2.802], [4.423, -4.015, 1.520], [3.654, -4.136, -0.854], [2.437, -2.165, -1.831], [-1.902, -3.622, -1.482], [-0.293, -3.382, -0.784], [-0.127, -4.395, 0.241], [0.635, -3.467, -1.902], [-0.373, -2.026, -0.201], [-1.962, -4.667, -1.802], [-2.004, -2.946, -2.335], [-2.653, -3.404, -0.717]],
  "orbital_gap_ev": [6.57, 5.65],
  "de_lowest_ev": 0.000,
  "total_charge": -1,
  "lumo_energy_ev": [2.78, 2.78],
  "spin_multiplicity": 3,
  "s2": 2.02
}

No. 4
{
  "formula": "C5H6O3Sr",
  "method": "wB97M-V/def2-TZVPD",
  "elements": ["O", "C", "O", "O", "C", "C", "C", "C", "Sr", "H", "H", "H", "H", "H", "H"],
  "positions_angstrom": [[-4.372, -2.889, 1.555], [-3.236, -2.811, 1.430], [-2.067, -2.800, 1.355], [0.459, 0.278, 1.124], [1.229, 1.394, 0.851], [1.594, 1.515, -0.633], [2.519, 2.683, -0.893], [2.240, 3.726, -1.644], [0.236, -1.999, 1.137], [2.168, 1.385, 1.441], [0.684, 2.311, 1.148], [0.675, 1.608, -1.230], [2.102, 0.585, -0.942], [3.499, 2.629, -0.396], [1.375, 4.106, -2.190]],
  "orbital_gap_ev": [5.63, 6.43],
  "de_lowest_ev": 1.096,
  "total_charge": 1,
  "lumo_energy_ev": [-5.09, -5.09],
  "spin_multiplicity": 2,
  "s2": 0.76
}

No. 5
{
  "formula": "C37H29BrF4IrN4OPS",
  "method": "wB97M-V/def2-TZVPD",
  "elements": ["Ir", "C", "C", "C", "C", "C", "C", "N", "C", "C", "C", "C", "C", "C", "N", "N", "C", "C", "C", "C", "C", "N", "H", "H", "H", "H", "H", "H", "H", "H", "H", "H", "H", "H", "H", "F", "C", "C", "F", "C", "F", "C", "P", "C", "C", "C", "C", "C", "C", "C", "C", "C", "C", "C", "C", "C", "Br", "C", "F", "H", "H", "H", "H", "H", "H", "H", "H", "H", "H", "C", "S", "C", "O", "H", "H", "H", "H", "H", "H"],
  "positions_angstrom": [[-0.134, -0.134, -0.049], [-5.612, -0.690, 0.679], [-4.780, -0.810, 1.750], [-3.432, -0.363, 1.695], [-2.994, 0.182, 0.518], [-3.798, 0.219, -0.685], [-5.093, -0.269, -0.606], [-1.735, 0.821, 0.475], [-1.590, 1.864, 1.368], [-2.649, 2.729, 1.759], [-2.334, 3.591, 2.848], [-1.029, 3.699, 3.408], [0.022, 2.950, 2.925], [-0.250, 2.108, 1.805], [0.520, 1.083, 1.297], [1.692, 0.883, 1.942], [2.256, -0.233, 1.526], [3.601, -0.614, 1.998], [3.985, -1.901, 1.767], [3.031, -2.888, 1.278], [1.911, -2.341, 0.631], [1.678, -1.042, 0.626], [-6.708, -0.683, 0.808], [-5.131, -1.200, 2.712], [-2.767, -0.397, 2.559], [-3.431, 0.804, -1.622], [-5.764, -0.279, -1.440], [-3.671, 2.603, 1.415], [-3.203, 4.171, 3.232], [-1.009, 4.212, 4.367], [1.053, 2.841, 3.262], [4.326, 0.088, 2.458], [5.011, -2.190, 1.873], [3.136, -3.959, 1.454], [1.263, -2.991, 0.072], [3.049, -4.574, -3.904], [2.641, -3.422, -3.371], [3.123, -2.197, -3.972], [4.170, -2.276, -4.784], [2.506, -1.007, -3.743], [3.041, 0.119, -4.333], [1.421, -0.901, -2.911], [0.850, 0.594, -2.213], [2.335, 1.539, -1.903], [2.323, 2.959, -1.963], [3.251, 3.693, -1.236], [4.303, 3.022, -0.616], [4.424, 1.632, -0.689], [3.485, 0.904, -1.415], [-0.278, 1.308, -3.359], [0.153, 1.260, -4.665], [-0.473, 2.055, -5.623], [-1.518, 2.874, -5.233], [-1.831, 3.008, -3.888], [-1.225, 2.239, -2.962], [0.777, -2.098, -2.466], [-0.880, -2.006, -1.630], [1.383, -3.314, -2.778], [0.567, -4.429, -2.529], [1.504, 3.489, -2.462], [3.197, 4.783, -1.174], [5.022, 3.576, 0.012], [5.225, 1.052, -0.198], [3.776, -0.050, -1.766], [0.880, 0.546, -5.005], [-0.110, 1.991, -6.652], [-2.095, 3.325, -6.026], [-2.599, 3.746, -3.692], [-1.617, 2.137, -1.966], [-2.692, -3.218, 4.074], [-1.020, -3.268, 4.822], [-0.904, -4.697, 6.041], [-0.948, -2.094, 5.684], [-2.407, -2.973, 3.040], [-3.337, -2.415, 4.541], [-3.091, -4.235, 4.081], [-1.214, -4.168, 6.941], [0.146, -4.965, 5.976], [-1.684, -5.406, 5.808]],
  "orbital_gap_ev": [6.44, 3.88],
  "total_charge": 3,
  "lumo_energy_ev": [-7.81, -12.09],
  "spin_multiplicity": 6,
  "s2": 8.81
}

No. 6
{
  "formula": "C13H56N2O21",
  "method": "wB97M-V/def2-TZVPD",
  "elements": ["C", "C", "O", "O", "H", "H", "H", "H", "H", "H", "C", "C", "O", "O", "H", "H", "H", "H", "H", "H", "C", "C", "O", "O", "H", "H", "H", "H", "H", "H", "C", "C", "O", "O", "H", "H", "H", "H", "H", "H", "C", "C", "O", "O", "H", "H", "H", "H", "H", "H", "C", "C", "O", "O", "H", "H", "H", "H", "H", "H", "C", "O", "N", "N", "H", "H", "H", "H", "O", "H", "H", "O", "H", "H", "O", "H", "H", "O", "H", "H", "O", "H", "H", "O", "H", "H", "O", "H", "H", "O", "H", "H"],
  "positions_angstrom": [[-10.697, -2.539, -0.130], [-10.533, -2.919, -1.652], [-9.508, -2.121, -2.239], [-9.631, -2.967, 0.662], [-11.687, -2.894, 0.157], [-10.847, -1.465, -0.028], [-11.458, -2.738, -2.200], [-10.254, -3.949, -1.872], [-8.690, -2.587, -2.051], [-9.554, -2.402, 1.434], [-5.394, 5.912, -11.511], [-5.224, 5.151, -10.204], [-3.986, 5.396, -9.547], [-5.678, 7.285, -11.212], [-6.112, 5.547, -12.245], [-4.434, 5.793, -12.013], [-5.176, 4.083, -10.417], [-6.090, 5.273, -9.554], [-4.244, 5.546, -8.635], [-5.066, 7.693, -10.594], [0.433, 1.013, -11.359], [1.270, 2.290, -11.325], [0.537, 3.447, -11.477], [0.174, 0.715, -12.720], [-0.520, 1.105, -10.839], [0.999, 0.156, -10.995], [2.168, 2.406, -11.932], [1.696, 2.232, -10.324], [-0.235, 3.504, -10.910], [-0.091, 1.550, -13.114], [-13.019, 2.529, -5.774], [-13.731, 2.348, -4.420], [-13.836, 3.559, -3.636], [-13.901, 3.106, -6.611], [-12.769, 1.515, -6.088], [-12.066, 3.009, -5.555], [-13.214, 1.665, -3.746], [-14.659, 1.777, -4.457], [-13.992, 4.350, -4.156], [-14.210, 3.974, -6.344], [-1.518, -9.658, -12.414], [-3.017, -9.954, -12.657], [-3.572, -11.012, -11.881], [-1.453, -9.236, -10.984], [-1.150, -8.985, -13.188], [-0.996, -10.606, -12.547], [-3.178, -10.263, -13.689], [-3.573, -9.023, -12.540], [-4.510, -11.047, -12.080], [-1.799, -9.905, -10.388], [-6.642, -3.424, -9.951], [-8.055, -3.304, -9.530], [-8.899, -4.118, -10.388], [-6.049, -4.584, -9.372], [-6.176, -2.501, -9.608], [-6.518, -3.505, -11.031], [-8.488, -2.306, -9.601], [-8.125, -3.740, -8.533], [-8.392, -4.844, -10.759], [-6.565, -4.748, -8.579], [-11.844, 2.815, -13.588], [-11.024, 1.992, -13.112], [-13.011, 3.027, -13.158], [-11.558, 3.354, -14.728], [-13.579, 3.569, -13.794], [-13.437, 2.632, -12.332], [-12.114, 4.060, -15.190], [-10.636, 3.336, -15.137], [-13.403, -1.813, -11.021], [-13.219, -0.949, -10.652], [-12.560, -2.266, -11.004], [-13.098, -6.704, -6.623], [-13.700, -5.962, -6.568], [-12.740, -6.658, -7.510], [-7.112, -7.222, -5.266], [-7.069, -7.398, -4.326], [-6.984, -8.078, -5.676], [-9.781, -8.357, -14.742], [-10.067, -8.256, -15.650], [-9.130, -9.058, -14.772], [-6.363, 1.748, -5.495], [-6.682, 1.647, -4.598], [-6.869, 1.112, -6.001], [-6.538, -5.680, -17.212], [-7.067, -5.886, -16.440], [-5.740, -6.197, -17.101], [-2.151, -4.535, -5.930], [-2.597, -4.597, -6.775], [-1.386, -5.104, -6.020], [-9.933, -10.806, -10.432], [-10.178, -10.144, -11.078], [-10.442, -11.579, -10.677]],
  "orbital_gap_ev": 9.47,
  "de_lowest_ev": 4.975,
  "total_charge": 0,
  "lumo_energy_ev": 0.01,
  "spin_multiplicity": 1
}